Formula: C27H24N6O3
Source: the OMol25 dataset
Level of theory: ωB97M-V with the def2-TZVPD basis set

Structure (XYZ):
```
60
Properties=species:S:1:pos:R:3:forces:R:3:mulliken_charge:R:1
O -2.901031 -2.084762 -0.920138 -0.07 -0.09 -0.46 -0.66
C -2.685949 -1.602957 0.172475 0.23 -0.06 0.61 0.25
N -3.633946 -1.005131 0.926137 -0.35 -0.01 0.40 -0.21
C -4.886731 -0.579266 0.319969 0.05 0.15 -0.03 -1.10
C -4.717468 0.794848 -0.243917 0.35 -0.40 -0.72 0.37
C -4.026326 1.225815 -1.339541 -0.34 -0.33 0.40 -0.10
C -4.095793 2.640288 -1.318470 -0.25 0.31 0.42 -0.56
C -4.816985 2.959959 -0.210022 0.44 0.50 -0.63 -0.50
O -5.191311 1.851798 0.448136 -0.26 -0.25 0.40 -0.40
C -1.287297 -1.486478 0.801185 -0.19 -0.01 0.11 -0.19
C -0.319329 -2.617796 0.571692 -0.14 -0.13 0.08 0.04
C 0.607593 -2.893259 1.573337 -0.12 -0.04 -0.04 -0.18
C 1.561518 -3.878341 1.403686 0.06 -0.01 0.08 -0.67
C 1.594306 -4.614761 0.231918 0.04 -0.05 -0.01 -0.52
C 0.655152 -4.372602 -0.754014 0.07 -0.01 -0.04 -0.88
C -0.296632 -3.380741 -0.588924 -0.08 -0.08 -0.07 -0.23
N -0.802754 -0.201220 0.254443 0.06 -0.29 0.09 0.51
C -0.225686 -0.227119 -1.069448 0.19 0.06 -0.39 -2.42
C 1.271777 -0.414006 -1.073644 0.17 -0.01 -0.10 1.01
C 1.956830 -0.466513 -2.282105 0.00 -0.04 0.27 -0.91
C 3.331356 -0.617368 -2.272460 -0.07 0.00 0.01 -0.53
C 3.974116 -0.715844 -1.047593 0.10 -0.02 -0.25 -0.80
N 3.336210 -0.664607 0.107272 0.32 -0.11 0.42 -0.72
C 2.024907 -0.511495 0.090167 -0.30 0.00 -0.16 -0.07
C -1.101444 0.911052 0.947235 0.06 0.35 -0.05 1.36
O -1.704777 0.875295 2.010335 -0.10 0.22 0.28 -0.79
C -0.721958 2.274582 0.357469 -0.45 0.12 0.17 -1.85
N 0.625439 2.417526 -0.098924 0.67 0.00 0.33 0.99
N 0.912514 2.613870 -1.396188 -0.83 0.13 -0.56 -0.55
N 2.162707 2.725678 -1.566796 0.44 0.16 -0.58 -0.67
C 2.785592 2.606125 -0.361082 -0.63 -0.18 1.13 0.39
C 4.131461 2.630288 0.002656 -0.11 0.04 -0.02 -0.80
C 4.421107 2.453656 1.333406 0.23 0.05 -0.11 -0.44
C 3.418073 2.262276 2.295700 -0.15 -0.03 0.07 -0.63
C 2.084027 2.235868 1.963912 -0.10 0.00 0.18 -0.77
C 1.782065 2.404663 0.618313 0.63 0.24 -0.64 0.95
H -3.328122 -0.461325 1.725111 0.16 -0.09 -0.13 0.36
H -5.672153 -0.581792 1.076949 0.00 -0.06 -0.11 0.34
H -5.119830 -1.292557 -0.473629 -0.07 0.14 0.15 0.40
H -3.544686 0.607199 -2.068980 0.08 -0.23 -0.14 0.58
H -3.674228 3.318187 -2.032452 0.04 0.21 -0.12 0.49
H -5.122900 3.901825 0.199567 -0.10 0.07 0.13 0.49
H -1.393278 -1.334095 1.880731 0.02 -0.04 -0.27 0.83
H 0.584508 -2.327271 2.494201 -0.01 0.09 0.09 0.30
H 2.280450 -4.069373 2.185893 0.07 -0.01 0.07 0.41
H 2.342617 -5.380818 0.093807 0.06 -0.07 -0.01 0.41
H 0.661459 -4.956527 -1.662454 0.00 -0.05 -0.08 0.42
H -1.039682 -3.225056 -1.354450 -0.03 0.07 -0.03 0.44
H -0.691344 -1.052305 -1.616843 -0.03 0.16 0.03 0.97
H -0.472404 0.692769 -1.608375 -0.05 -0.17 0.06 0.99
H 1.416378 -0.377472 -3.213139 -0.05 0.02 -0.14 0.44
H 3.890751 -0.651779 -3.193771 0.08 -0.01 -0.08 0.46
H 5.047132 -0.835784 -0.982315 0.12 -0.01 -0.11 0.43
H 1.559072 -0.459329 1.064616 -0.13 0.01 -0.02 0.93
H -0.927873 3.008383 1.145257 -0.01 -0.17 -0.16 0.32
H -1.383759 2.483489 -0.490203 0.09 0.01 0.12 0.43
H 4.897436 2.775782 -0.741127 0.13 0.01 -0.08 0.49
H 5.450474 2.458247 1.658386 0.09 0.00 0.01 0.39
H 3.708505 2.128344 3.326739 0.01 -0.02 0.09 0.39
H 1.310129 2.081964 2.700310 -0.05 -0.03 0.14 0.54
```
Positions in Å, forces in eV/Å.

Lowest unoccupied orbital energy, eV: 0.6
SMILES: O=C(NCc1ccco1)[C@@H](c1ccccc1)N(Cc1cccnc1)C(=O)Cn1nnc2ccccc21
Total charge: 0
HOMO-LUMO gap, eV: 9.38


Formula: C32H80ClN4O4
Source: the OMol25 dataset
Level of theory: ωB97M-V with the def2-TZVPD basis set

Structure (XYZ):
```
121
Properties=species:S:1:pos:R:3:forces:R:3:mulliken_charge:R:1
Cl 9.429500 2.850730 5.679810 0.05 0.10 0.07 -0.67
C 9.741560 6.538360 6.975740 -0.80 0.33 1.70 -0.93
C 8.887160 7.800340 6.650400 -0.52 -0.61 -1.73 -0.60
N 7.363280 7.518450 6.533320 -1.39 -0.74 -1.31 -0.01
C 6.632200 8.611300 5.745070 0.26 -0.51 -0.14 -0.96
C 7.043810 6.113130 5.766230 2.01 2.33 -0.77 -0.64
C 7.911680 6.073970 4.386690 -0.70 -0.84 1.41 -1.18
C 6.749720 7.482840 7.955760 0.99 -0.47 -1.22 -0.58
C 5.291800 6.998940 8.063560 -0.83 1.05 0.39 -0.73
O 4.347900 7.984820 7.657820 0.70 0.54 -0.45 -0.32
C 2.984700 7.574340 7.765830 0.62 -0.78 -0.43 -0.75
H 10.825130 6.625040 7.056140 -0.04 0.89 -0.51 0.48
H 9.555580 5.650400 6.371540 -0.24 0.25 -0.15 -0.05
H 9.500330 6.274370 8.005410 -0.13 -0.39 0.17 0.37
H 9.158130 8.131150 5.647780 -0.06 0.12 -0.02 0.38
H 8.889420 8.703620 7.260460 0.68 -0.41 0.50 0.55
H 7.038500 8.742320 4.742150 0.30 -0.27 0.18 0.36
H 6.656840 9.584340 6.235670 0.09 -0.27 0.33 0.38
H 5.605350 8.260370 5.642490 0.07 0.31 0.20 0.44
H 5.973490 6.137030 5.561450 0.23 0.04 -0.11 0.49
H 7.242520 5.397760 6.564260 0.38 -0.46 -0.70 0.61
H 7.789470 5.083030 3.949420 -0.50 0.02 -0.03 0.35
H 8.997200 6.097250 4.482620 -0.15 0.28 0.59 0.25
H 7.641190 6.839380 3.659300 -0.41 -0.06 0.25 0.38
H 7.023530 8.481630 8.295680 -0.74 -0.10 0.59 0.45
H 7.456410 6.765850 8.373620 -0.53 -0.07 0.85 0.38
H 4.952760 6.813230 9.082710 1.08 -0.49 0.50 0.53
H 5.152370 6.070710 7.509440 0.02 -0.14 -0.13 0.40
H 2.429650 8.224860 7.089930 -0.13 -0.25 0.24 0.26
H 2.558110 7.541950 8.768360 0.30 0.63 0.29 0.29
H 2.969540 6.527910 7.461090 -0.51 -0.11 -0.53 0.34
C 10.950830 3.327760 1.587910 0.54 -0.77 0.64 -1.54
C 11.445990 2.163110 2.467400 -0.78 -0.91 -0.39 1.21
N 10.703760 0.767440 2.167320 0.90 0.99 0.08 0.30
C 9.167230 1.058210 1.934300 2.16 0.87 0.88 -1.03
C 11.350940 0.149460 0.853260 -1.45 0.40 0.01 -0.58
C 10.698030 -1.180330 0.417710 0.73 0.85 0.81 -1.29
C 10.836830 -0.062370 3.510980 0.14 0.98 -2.67 -0.92
C 12.275310 -0.445100 4.011490 -1.48 -0.83 -1.58 -0.46
O 13.127940 -1.013010 3.005630 -2.13 1.16 0.36 0.17
C 14.304520 -1.448340 3.589930 0.78 -1.47 0.25 -1.47
H 10.820150 2.994960 0.558220 -0.25 0.22 0.02 0.44
H 11.709890 4.109820 1.570310 0.03 -0.03 0.14 0.21
H 10.047880 3.730820 2.046520 -0.08 0.06 -0.43 0.25
H 11.289010 2.350990 3.529550 -0.42 0.12 -0.03 -0.36
H 12.511660 1.946710 2.392520 0.03 -0.15 -0.50 0.00
H 8.486410 0.223450 2.100960 0.54 -0.24 -0.44 0.38
H 9.125940 1.574980 0.975480 -0.41 -0.51 0.00 0.41
H 8.969480 1.794730 2.713100 -0.28 -0.01 0.05 0.26
H 12.440350 0.122610 0.877000 -0.16 -0.14 0.79 0.51
H 11.094150 0.904060 0.109810 0.01 0.11 -0.02 0.50
H 11.116420 -1.492970 -0.539010 0.06 0.09 0.07 0.44
H 9.624910 -1.042080 0.285810 0.02 -0.29 0.16 0.31
H 10.969400 -1.919680 1.171250 -0.39 -0.29 -0.17 0.32
H 10.144240 -0.838830 3.186110 0.64 -0.94 0.89 0.53
H 10.297830 0.584910 4.202800 0.26 -0.10 0.45 0.46
H 11.941620 -1.237360 4.681620 0.66 -0.15 0.76 0.64
H 12.834760 0.348690 4.506480 -0.35 0.24 0.27 0.02
H 14.154450 -2.304610 4.247490 -0.47 -0.40 0.15 0.29
H 14.775930 -0.731500 4.262250 0.37 0.57 -0.58 0.45
H 14.885890 -1.846440 2.758290 0.57 0.53 0.26 0.34
C 7.388560 1.603510 9.075690 0.21 -1.32 0.05 -1.39
C 8.613530 0.728270 8.725650 0.47 1.24 0.06 -0.01
N 9.947060 0.991550 9.489760 -1.41 -1.34 1.17 0.27
C 9.736750 0.763790 11.011950 0.25 0.43 -1.16 -1.05
C 10.878750 -0.111990 8.976120 1.94 1.32 0.18 -0.81
C 11.091770 -0.016360 7.504580 -0.16 -0.76 -2.09 -0.95
C 10.444420 2.440880 9.322250 -0.35 -0.32 0.35 -0.16
C 11.840570 2.747700 9.995890 -0.87 0.16 0.16 -0.89
O 12.896580 2.181010 9.332580 0.50 -1.37 -1.25 -0.23
C 13.373450 2.962450 8.240860 0.49 -0.24 0.47 -0.94
H 7.478110 2.687850 9.010340 0.27 -0.21 -0.07 0.25
H 6.953250 1.282070 10.021890 0.18 0.37 0.27 0.41
H 6.643250 1.261610 8.357550 -0.05 0.32 -0.24 0.46
H 8.888300 0.851730 7.678100 -0.18 0.26 0.07 -0.01
H 8.398730 -0.329410 8.878200 -0.04 0.08 0.22 0.44
H 9.314240 -0.210290 11.258470 0.39 -0.17 -0.48 0.35
H 9.013510 1.488840 11.385210 0.34 0.24 -0.12 0.38
H 10.742760 0.916250 11.402860 -0.46 -0.24 0.50 0.44
H 10.642210 -1.122300 9.309930 -0.82 0.35 0.13 0.54
H 11.867660 0.097550 9.383850 -0.17 0.14 0.53 0.43
H 10.311140 -0.510690 6.926340 -0.38 0.18 0.04 0.44
H 11.963860 -0.552160 7.129790 0.38 -0.20 0.77 0.58
H 11.232040 0.965370 7.052210 -0.30 0.33 0.51 0.01
H 9.610240 3.038900 9.689140 0.25 0.01 0.94 0.39
H 10.288050 2.701360 8.275440 1.08 -0.32 -0.52 0.03
H 11.989440 2.437230 11.030070 -0.84 -0.58 0.08 0.34
H 12.009550 3.813420 10.150170 -0.49 0.55 -0.66 0.43
H 14.084950 2.429510 7.610110 0.18 -0.50 0.53 0.30
H 13.907580 3.733880 8.795580 -0.08 0.93 -1.02 0.55
H 12.593600 3.214980 7.522430 -0.36 0.66 0.36 0.13
C 14.686330 4.313920 0.126920 -0.16 -0.77 1.09 -1.25
C 15.125860 5.027360 1.471470 -0.08 -0.99 -0.61 -0.31
N 16.035750 4.262150 2.485590 -0.38 0.29 -1.55 1.93
C 17.209870 3.671830 1.697470 -0.80 -0.34 0.62 -1.43
C 16.610070 5.289110 3.502160 0.09 -1.67 0.08 -0.76
C 17.687750 6.258510 2.955890 -1.10 -0.40 0.36 -1.21
C 15.264140 3.031130 3.126720 0.08 1.85 1.48 -1.31
C 14.265840 3.366350 4.319470 2.63 -0.56 -0.77 -0.02
O 13.443380 4.360580 3.959200 -2.88 2.26 -1.31 0.55
C 12.712250 4.971760 5.006660 -0.30 0.11 0.65 -0.81
H 13.960610 3.511390 0.258720 -0.63 0.29 0.66 0.18
H 15.382140 3.690630 -0.434730 0.90 0.90 0.02 0.38
H 14.219970 5.063720 -0.512160 0.23 0.02 0.00 0.40
H 14.244750 5.273520 2.064050 0.10 0.15 -0.21 0.13
H 15.650990 5.929180 1.156750 0.11 -0.07 0.42 0.52
H 17.661520 4.405120 1.029330 -0.17 0.04 0.23 0.35
H 16.817250 2.831900 1.124340 0.06 0.09 -0.04 0.49
H 17.922170 3.274570 2.420600 0.06 0.14 -0.05 0.39
H 17.035280 4.614300 4.245080 0.41 0.08 0.07 0.38
H 15.771480 5.707940 4.058430 -0.13 0.51 -0.63 0.21
H 17.680910 7.081530 3.670510 0.29 0.11 -0.19 0.40
H 17.429070 6.642040 1.968930 0.06 0.14 0.12 0.31
H 18.679270 5.807500 2.916260 -0.17 -0.01 0.06 0.35
H 16.070160 2.451580 3.576760 -0.04 -0.51 -0.14 0.19
H 14.730870 2.493630 2.342610 0.28 0.01 -0.30 -0.53
H 14.817330 3.754190 5.175940 0.53 -0.71 0.46 0.63
H 13.737980 2.443760 4.560880 0.15 -0.46 0.23 -0.48
H 11.808210 4.503480 5.395920 -0.13 -1.18 -0.60 -0.09
H 12.308400 5.933660 4.690820 0.73 0.25 -0.22 0.27
H 13.335690 5.022700 5.899310 0.39 0.61 0.03 0.34
```
Positions in Å, forces in eV/Å.

Lowest unoccupied orbital energy (alpha / beta), eV: -3.7 / -3.7
Expectation value of S²: 0.751
Total charge: +2
HOMO-LUMO gap (alpha / beta), eV: 1.97 / 9.19
Spin multiplicity: 2


Formula: C2H3IN2
Source: the OMol25 dataset
Level of theory: ωB97M-V with the def2-TZVPD basis set

Structure (XYZ):
```
8
Properties=species:S:1:pos:R:3:forces:R:3:mulliken_charge:R:1
H 0.772136 2.753680 0.357918 -0.32 -0.43 0.15 0.27
N 0.872003 1.880366 -0.183632 0.28 -0.85 -0.79 -0.53
N 0.068374 1.029299 0.222533 0.52 3.33 1.59 0.17
C -0.225322 -0.173886 -0.077899 -2.78 -2.69 -0.71 0.27
C 0.269638 -1.401440 -0.129234 0.38 0.49 -0.03 -0.61
I -2.763966 -0.279423 0.082452 1.92 0.09 -0.19 -0.10
H -0.335306 -2.286101 -0.072045 -0.18 -0.01 -0.05 0.25
H 1.342443 -1.522496 -0.200094 0.18 0.06 0.02 0.27
```
Positions in Å, forces in eV/Å.

Lowest unoccupied orbital energy (alpha / beta), eV: -1.7 / -1.7
SMILES: [H]/N=N/C(=C)I
Total charge: 0
HOMO-LUMO gap (alpha / beta), eV: 7.21 / 7.21


Formula: C20H35ClN5O4P3
Source: the OMol25 dataset
Level of theory: ωB97M-V with the def2-TZVPD basis set

Structure (XYZ):
```
68
Properties=species:S:1:pos:R:3:forces:R:3:mulliken_charge:R:1
C -3.839880 2.781442 5.293077 -0.01 0.00 -1.14 -1.22
C -4.499914 3.141654 3.898777 -1.51 -0.07 0.17 -0.56
P -3.276271 3.326629 2.489631 1.50 -1.16 0.44 0.01
C -2.684159 5.098722 2.261617 0.11 0.78 0.16 -0.53
C -3.515476 6.203498 3.031250 -0.04 0.62 -0.18 -0.93
C -3.936254 2.594676 0.879897 -1.97 0.82 -0.72 0.38
C -5.293467 2.933783 0.438245 1.46 -2.70 -1.50 0.11
P -6.458347 4.092666 1.308938 0.80 2.67 -1.39 0.39
O -6.021757 5.540257 1.154209 -0.27 -1.80 0.61 -0.63
C -5.805945 2.298430 -0.826467 2.11 -1.00 0.06 -0.56
C -4.975055 1.363923 -1.596748 0.57 0.91 2.71 0.23
P -5.790876 0.628532 -3.111961 -0.19 1.13 -1.10 0.10
O -4.660822 -0.110495 -4.111033 -1.40 -0.64 2.12 -0.41
Cl -7.046383 -0.913791 -2.331187 1.04 0.26 -0.07 -0.26
C -3.563529 1.068122 -1.130162 -0.95 0.30 0.31 0.14
N -2.824959 0.171273 -1.900626 1.91 0.52 2.15 -0.43
C -1.575068 -0.042794 -1.426180 -1.28 1.26 0.71 -0.53
C -1.060431 0.624605 -0.188115 1.12 -0.16 0.81 0.25
C 0.426679 0.293413 0.222241 -0.15 -0.51 -0.07 -0.29
C 0.667902 -1.269725 0.379142 -0.85 0.01 -1.73 -0.55
N -0.419017 -1.940063 1.156203 0.88 -0.13 0.07 -0.64
N -1.738158 1.471582 0.630826 -0.80 -2.15 -3.86 -0.29
C -3.014013 1.666906 0.102400 -2.35 1.57 0.47 0.21
H -4.681035 2.543295 6.009083 1.12 0.32 -0.59 0.37
H -3.222342 3.654846 5.627784 -0.55 -0.91 0.00 0.28
H -3.179233 1.883226 5.120511 -0.64 0.96 0.48 0.33
H -5.175590 2.271016 3.621857 0.80 0.91 0.14 0.41
H -5.192786 4.018841 4.048165 0.72 -0.73 -0.14 0.37
H -2.565811 5.312460 1.157062 -0.47 -0.22 1.19 0.38
H -1.630064 5.131959 2.674076 -1.16 -0.28 -0.49 0.41
H -3.509111 7.164547 2.435501 -0.01 -1.04 0.66 0.30
H -3.071052 6.446386 4.042960 -0.38 -0.45 -1.10 0.30
H -4.594438 5.941279 3.182676 1.05 0.19 -0.31 0.21
H -7.722632 4.002244 0.623553 0.59 -0.82 0.41 0.06
H -6.722708 3.725073 2.657956 0.10 -0.36 -0.59 0.10
H -6.840737 2.554559 -1.170977 1.08 -0.39 0.23 0.11
H -4.484625 -0.989471 -3.705182 0.53 0.61 -0.48 0.31
H -0.892148 -0.729781 -1.987786 -0.77 0.73 0.56 0.34
H 1.096200 0.625474 -0.623843 -0.57 -0.23 0.91 0.24
H 0.718962 0.807638 1.182238 -0.64 -0.29 -1.08 0.28
H 0.622398 -1.695695 -0.670882 0.57 0.53 1.06 0.26
H 1.695986 -1.504742 0.767348 -1.13 0.36 -0.13 0.41
H -1.200728 -2.145159 0.522851 0.45 0.08 0.41 0.26
H -0.035637 -2.844697 1.457083 -0.49 0.44 -0.10 0.27
C 5.736732 -0.481236 -0.083434 -0.35 0.27 0.25 -0.94
N 4.365790 -0.501584 -0.554648 -0.04 -0.26 -0.30 -0.10
C 3.862131 -1.150532 -1.639326 -0.31 0.12 -0.17 0.88
C 4.815852 -1.957127 -2.478188 -0.32 0.14 0.13 -1.35
O 2.668087 -1.065682 -1.903042 0.09 0.02 -0.02 -0.60
H 5.758837 -0.875266 0.934634 0.26 0.00 -0.02 0.29
H 6.083341 0.554021 -0.071531 0.23 -0.10 0.04 0.30
H 6.394915 -1.074178 -0.713325 -0.14 0.01 -0.01 0.35
H 3.672244 0.019101 -0.038760 0.08 0.01 -0.01 0.20
H 4.273109 -2.414630 -3.303655 -0.06 0.11 0.10 0.35
H 5.591618 -1.310551 -2.890705 0.15 -0.20 0.09 0.35
H 5.264746 -2.747222 -1.880560 0.18 0.16 -0.12 0.27
C 5.916489 -7.344916 -2.637856 -0.44 0.27 -0.18 -0.87
N 5.997635 -5.901786 -2.750480 0.42 0.10 0.15 -0.14
C 7.057317 -5.096466 -2.472569 -0.18 0.30 -0.13 0.85
C 8.325964 -5.745402 -1.983635 0.09 0.03 0.04 -1.39
O 6.961234 -3.885537 -2.622198 0.31 -0.29 0.01 -0.64
H 5.676254 -7.755751 -3.620253 0.06 -0.23 0.11 0.29
H 5.112467 -7.593164 -1.942449 0.10 -0.24 -0.01 0.29
H 6.846254 -7.781051 -2.283117 -0.03 0.12 -0.02 0.34
H 5.184296 -5.398814 -3.072637 0.03 -0.07 -0.01 0.22
H 9.077299 -4.978447 -1.805644 -0.16 0.02 -0.06 0.29
H 8.141101 -6.273355 -1.046203 0.08 -0.13 -0.10 0.38
H 8.708618 -6.436967 -2.736434 -0.01 -0.10 0.14 0.37
```
Positions in Å, forces in eV/Å.

Lowest unoccupied orbital energy, eV: -1.0
SMILES: CCP(CC)c1c([PH2]=O)cc(P(O)Cl)c2ncc(CCN)nc12.CNC(C)=O.CNC(C)=O
Total charge: 0
HOMO-LUMO gap, eV: 6.35


Asked for electronic energy across the records above, the calculation gives -1597.5494, -2246.5355, -485.0750, -2842.0294 a.u. in order.